Record 1
Computed, not measured: a molecular structure, H30O15 in a non-equilibrium geometry, with ωB97M-V/def2-TZVPD.

The calculation puts the HOMO-LUMO gap at 6.917 eV. As for the energy above the lowest of the compared OMol25 structures with the same formula, charge and spin: 1295.0 kJ/mol. Its HOMO energy is -8.21 eV. The LUMO energy is -1.3 eV.

XYZ file:
```
45
Properties=species:S:1:pos:R:3:forces:R:3
H 0.766 0.282 0.675 -0.0868 -0.8780 -0.2541
H -0.502 1.142 0.530 -3.2096 0.3372 -2.1299
H -3.132 1.089 1.102 0.0461 0.5637 0.1012
H -3.876 0.041 0.355 -0.3693 -0.6384 -0.2612
H 0.181 -0.728 2.526 -0.4174 -0.3593 0.1033
H -0.280 -1.862 3.404 -1.4281 -0.4514 2.4921
H -4.099 3.033 -1.933 -0.4176 0.6267 0.1248
H -2.895 2.319 -1.890 1.5685 -3.8029 -0.9625
H -0.063 -1.521 -4.055 -1.5595 -1.9229 -1.0917
H 0.260 -0.241 -3.610 1.8167 -0.8158 -1.5999
H -1.681 3.289 -0.801 -0.3893 0.3721 0.3597
H -1.476 4.419 0.159 0.0337 0.4503 0.2382
H 4.349 -1.599 -1.558 0.6356 -0.8897 0.5143
H 3.647 -2.107 -0.430 -3.6748 0.3496 2.4213
H -1.096 1.527 -4.232 -0.2096 0.2048 -0.8539
H -1.383 0.750 -3.024 -1.5224 0.0229 -2.2545
H 2.282 -0.269 2.729 -0.9915 -0.7818 0.2381
H 3.495 -0.884 3.568 -1.2844 1.1394 -1.1444
H -3.440 -2.192 2.587 0.4823 -0.1130 0.8487
H -3.080 -0.863 2.239 0.2714 1.2974 -0.4612
H -0.570 -0.695 -2.154 -0.3824 -0.7260 0.7590
H -0.553 -2.246 -1.966 -1.2141 -1.8217 2.2189
H 2.483 -1.880 1.562 -0.2377 -0.2857 2.2588
H 2.506 -3.149 2.292 -0.1683 -0.5644 0.5044
H -2.034 -3.220 -1.464 1.0385 0.8612 2.4959
H -1.383 -2.168 -0.373 -0.2637 0.8856 0.0648
H 0.323 2.807 0.085 -3.5332 2.9702 -0.8628
H 1.018 1.550 -0.405 0.4783 1.8330 0.0051
H 4.994 1.757 1.018 0.9582 0.3634 -0.9494
H 3.740 1.956 1.793 1.7127 -1.6368 0.4090
O 0.203 0.944 1.046 -2.8071 -9.3793 8.7586
O -3.827 0.988 0.442 0.3813 0.0564 0.0545
O 0.117 -1.696 2.597 -0.2268 1.4017 -2.6716
O -3.185 3.140 -1.658 -2.1090 2.8694 -0.3776
O 0.707 -1.030 -4.022 4.0596 5.1853 -4.9756
O -1.609 3.473 0.142 1.2021 -0.4760 0.4440
O 4.428 -2.271 -0.838 3.0758 0.5119 -3.0135
O -1.743 0.853 -3.984 1.4753 0.1290 3.1656
O 3.128 -0.097 3.087 2.0862 0.8849 1.8939
O -2.917 -1.453 2.958 -0.8520 -1.2640 -0.2148
O -0.207 -1.540 -2.439 -1.8909 0.0920 4.2924
O 2.336 -2.226 2.506 2.0013 -1.4066 -3.2286
O -1.537 -3.078 -0.577 -1.2987 -2.0999 -2.0467
O 1.027 2.279 0.239 9.3627 5.1761 -5.4120
O 4.578 1.374 1.773 -2.1420 1.7295 -0.0007
```
Forces are in eV/Å.

Charge distribution, Mulliken scheme, values in e: H 0.3174; H 0.2316; H 0.3161; H 0.2931; H 0.2340; H 0.2260; H 0.3202; H 0.2199; H 0.3719; H 0.3522; H 0.3654; H 0.2845; H 0.3265; H 0.2437; H 0.3900; H 0.0247; H 0.3585; H 0.2754; H 0.3232; H 0.1686; H 0.1991; H 0.2986; H 0.2461; H 0.2450; H 0.3384; H 0.3005; H 0.3296; H 0.3203; H 0.2781; H 0.3115; O -0.5375; O -0.5507; O -0.4601; O -0.5806; O -0.6017; O -0.5933; O -0.5728; O -0.5504; O -0.6029; O -0.5451; O -0.4558; O -0.5573; O -0.7050; O -0.6149; O -0.5821


Record 2
Computed, not measured: 18 unconnected molecules or ions with the total composition C19H5Cl68NO3 in a non-equilibrium geometry, with ωB97M-V/def2-TZVPD.

The calculation puts the HOMO-LUMO gap at 9.512 eV. As for the energy above the lowest of the compared OMol25 structures with the same formula, charge and spin: 41.4 kJ/mol. Its HOMO energy is -9.58 eV. The LUMO energy is -0.1 eV.

XYZ file:
```
96
Properties=species:S:1:pos:R:3:forces:R:3
N 3.371 -3.079 -1.892 -0.2761 0.6989 0.2757
C 2.575 -3.105 -3.092 0.0210 -0.7897 0.8555
O 2.908 -2.011 -3.920 0.3431 -0.0912 -0.9672
C 3.856 -2.268 -4.862 1.6860 -1.5260 -0.3610
O 4.600 -3.253 -4.897 -2.2043 2.7086 0.0634
O 3.901 -1.267 -5.777 0.4107 -1.1070 0.6161
H 4.280 -2.681 -2.049 0.3223 -0.1862 -0.0980
H 3.438 -3.990 -1.482 0.2299 -0.3318 0.1727
H 2.656 -4.057 -3.603 0.2613 -0.0195 -0.6240
H 1.542 -2.987 -2.812 -0.3286 0.1824 -0.1162
H 3.292 -0.568 -5.531 -0.3118 0.2204 0.2183
C -1.134 -0.523 -1.829 -0.1600 0.0909 -0.0286
Cl -2.253 -1.883 -2.001 0.0246 -0.0420 -0.0164
Cl -1.889 0.935 -2.466 -0.1305 0.0914 0.2879
Cl -0.762 -0.300 -0.111 -0.1101 -0.0449 -0.2487
Cl 0.333 -0.831 -2.766 -0.1118 0.1646 0.2318
C 3.297 -0.481 2.091 -0.0059 0.0530 0.0093
Cl 2.350 -0.466 0.601 0.2492 -0.0783 0.1496
Cl 2.247 -0.883 3.457 -0.0436 -0.0540 -0.0609
Cl 4.593 -1.677 1.978 -0.0508 -0.0278 -0.0297
Cl 3.995 1.119 2.361 0.0459 0.0452 -0.0003
C -0.018 1.986 -6.216 -0.0430 0.0094 0.0026
Cl 0.679 3.061 -5.006 0.0149 -0.0256 0.0242
Cl -0.177 2.834 -7.752 -0.1202 0.0245 0.2093
Cl 1.035 0.577 -6.441 0.0650 -0.1031 -0.0481
Cl -1.603 1.431 -5.686 0.1529 0.1378 -0.2147
C -5.885 0.531 -4.708 0.0740 0.0580 -0.0141
Cl -6.984 -0.845 -4.803 0.0075 -0.0151 0.0282
Cl -6.622 1.934 -5.485 -0.0469 0.0286 -0.0363
Cl -5.531 0.914 -3.028 -0.0745 -0.0599 0.1273
Cl -4.371 0.138 -5.533 -0.1511 -0.1803 -0.0886
C 1.327 -5.383 2.787 0.0442 -0.0168 -0.0095
Cl 0.071 -6.614 2.662 0.0978 -0.1554 -0.0136
Cl 0.916 -4.023 1.745 0.0205 0.0988 -0.0919
Cl 1.467 -4.832 4.454 -0.0498 0.0652 0.0773
Cl 2.875 -6.076 2.288 0.0467 0.0073 -0.0857
C -6.665 2.936 0.483 -0.0398 0.0727 -0.0532
Cl -7.740 2.863 -0.919 -0.0438 0.0054 -0.0246
Cl -7.592 2.634 1.946 0.0323 0.1035 0.0826
Cl -5.400 1.722 0.310 0.1192 -0.1215 0.0388
Cl -5.928 4.538 0.578 0.0111 0.0417 -0.0141
C -3.553 -3.742 3.474 -0.1407 -0.1521 0.0463
Cl -3.049 -3.165 5.065 -0.0166 0.0666 0.0216
Cl -2.827 -2.730 2.206 -0.0414 -0.1686 0.0415
Cl -2.991 -5.407 3.299 -0.0994 0.1235 -0.1877
Cl -5.326 -3.692 3.347 0.2869 -0.0467 -0.1636
C -1.699 0.830 -10.763 -0.0476 0.0102 -0.0549
Cl -0.734 0.005 -9.540 0.0480 -0.1159 -0.0690
Cl -3.234 1.331 -10.049 -0.0340 0.0274 0.0337
Cl -0.839 2.256 -11.360 -0.0002 -0.0887 0.0766
Cl -2.004 -0.271 -12.108 -0.0185 -0.0204 -0.0333
C 3.531 -2.879 7.768 -0.0377 0.0779 0.0687
Cl 2.393 -4.226 7.656 -0.0185 -0.0100 -0.0056
Cl 2.920 -1.500 6.848 0.0190 -0.0725 -0.0193
Cl 3.700 -2.412 9.462 0.0414 0.0032 0.0566
Cl 5.098 -3.373 7.130 -0.0066 -0.0043 -0.0393
C 5.669 4.392 4.619 -0.0306 -0.0720 0.0126
Cl 4.737 4.449 3.121 -0.0330 0.0396 -0.0727
Cl 4.605 3.957 5.956 -0.0356 -0.0246 0.0376
Cl 6.932 3.160 4.463 -0.1207 -0.0150 0.0263
Cl 6.380 5.974 4.927 0.0609 -0.0184 -0.0055
C -6.248 -7.694 5.408 0.0215 -0.0099 -0.0166
Cl -7.075 -7.746 3.848 -0.0259 -0.0060 -0.0449
Cl -7.407 -8.020 6.699 -0.0100 -0.0022 0.0157
Cl -4.974 -8.918 5.436 0.0227 -0.0261 0.0022
Cl -5.535 -6.100 5.632 -0.0616 -0.0597 0.2223
C -12.126 2.719 2.001 0.0022 -0.0141 -0.0072
Cl -13.392 1.672 1.355 -0.0171 -0.0158 -0.0077
Cl -10.757 2.752 0.892 -0.1251 0.0008 -0.0975
Cl -12.760 4.352 2.210 -0.0132 0.0270 0.0043
Cl -11.587 2.093 3.564 0.0138 -0.0183 0.0494
C 10.936 5.981 4.369 0.0099 -0.0277 -0.0089
Cl 9.711 4.732 4.152 0.1278 0.0626 -0.0121
Cl 10.388 7.477 3.610 -0.0026 0.0253 -0.0182
Cl 11.197 6.255 6.092 0.0098 0.0061 0.0411
Cl 12.456 5.465 3.624 -0.2794 0.2371 -0.0896
C 16.390 2.945 4.194 -0.0114 0.0092 -0.0439
Cl 16.302 1.274 3.633 -0.0075 -0.0169 -0.0099
Cl 14.813 3.721 3.992 0.2777 -0.2273 0.1060
Cl 16.837 2.971 5.900 0.0106 0.0000 0.0367
Cl 17.602 3.819 3.254 0.0123 0.0130 -0.0152
C -7.695 -1.913 0.258 -0.0792 -0.0276 0.0309
Cl -8.526 -1.548 -1.256 0.0045 0.0269 -0.0605
Cl -8.056 -0.647 1.434 0.1021 -0.0899 -0.0417
Cl -8.257 -3.470 0.879 -0.0271 -0.0445 0.0280
Cl -5.957 -2.008 -0.033 0.0762 0.0917 0.0232
C -5.363 0.431 4.932 0.0029 -0.0760 0.0732
Cl -4.656 -0.503 3.613 -0.0982 0.5447 -0.0486
Cl -4.357 0.235 6.373 0.0062 0.0007 0.0570
Cl -5.461 2.141 4.517 0.1727 -0.0096 0.0027
Cl -6.991 -0.169 5.267 -0.0547 -0.0636 -0.0133
C 1.959 5.738 -10.890 -0.0291 0.0033 -0.0309
Cl 1.138 4.656 -9.759 0.2070 0.2095 -0.1027
Cl 3.200 6.650 -10.031 0.0214 0.0157 0.0133
Cl 2.707 4.781 -12.171 0.0083 -0.0211 -0.0254
Cl 0.787 6.853 -11.596 -0.0202 0.0112 -0.0066
```
Forces are in eV/Å.

Charge distribution, Mulliken scheme, values in e: N -0.3851; C -0.3176; O -0.2958; C 0.6412; O -0.5543; O -0.4149; H 0.1977; H 0.1892; H 0.4061; H 0.2617; H 0.3010; C 0.2333; Cl -0.0988; Cl -0.0486; Cl -0.0394; Cl -0.0335; C 0.0984; Cl 0.1103; Cl -0.0506; Cl -0.1143; Cl -0.0369; C 0.1436; Cl -0.1174; Cl 0.0308; Cl -0.1082; Cl 0.0902; C 0.2333; Cl -0.0943; Cl -0.1217; Cl 0.0693; Cl -0.0834; C 0.1493; Cl -0.0899; Cl 0.0813; Cl -0.0016; Cl -0.1227; C 0.2297; Cl -0.1031; Cl -0.0667; Cl 0.0225; Cl -0.0989; C -0.0834; Cl -0.0444; Cl 0.0244; Cl 0.0067; Cl 0.0497; C 0.2703; Cl -0.0329; Cl -0.0792; Cl -0.0473; Cl -0.1080; C 0.3513; Cl -0.0990; Cl -0.0583; Cl -0.1050; Cl -0.1015; C 0.3756; Cl -0.0924; Cl -0.0944; Cl -0.1095; Cl -0.0925; C 0.3147; Cl -0.1010; Cl -0.1013; Cl -0.1053; Cl -0.0202; C 0.2889; Cl -0.0996; Cl -0.0062; Cl -0.0981; Cl -0.1024; C 0.3265; Cl -0.0146; Cl -0.1047; Cl -0.1102; Cl -0.0887; C 0.3186; Cl -0.0994; Cl -0.0233; Cl -0.0996; Cl -0.0984; C 0.0909; Cl -0.0860; Cl 0.0385; Cl -0.0831; Cl 0.0282; C 0.2440; Cl 0.1075; Cl -0.1141; Cl -0.0804; Cl -0.1010; C 0.2663; Cl -0.0059; Cl -0.1023; Cl -0.1000; Cl -0.0991